Entry 1:
17
Properties=species:S:1:pos:R:3 method="wB97M-V/def2-TZVPD" orbital_gap_ev="12.0 / 6.8" de_lowest_kj_mol=68.51 fmax_ev_per_a=2.320 s2=0.754 spin_multiplicity=2 charge=+1
C 0.45508 -1.45298 1.22015
O 1.60133 -0.75023 0.73368
C -0.19152 -2.13017 0.01418
N -0.92110 -1.16735 -0.70684
H 0.84069 -2.14752 1.94391
H -0.26575 -0.78653 1.70869
H 1.40204 0.19698 0.74702
H 0.62534 -2.48213 -0.65104
H -0.78040 -3.04744 0.14663
H -1.53678 -1.48586 -1.45780
H -0.29955 -0.37592 -0.94544
H 1.42084 2.24575 -2.15231
H 0.12191 2.26433 -1.38788
O 0.91718 1.71774 -1.52196
H -2.46881 3.06822 0.58289
H -1.14159 2.62881 1.30191
O -1.58344 2.71646 0.45430

Entry 2:
18
Properties=species:S:1:pos:R:3 method="wB97M-V/def2-TZVPD" orbital_gap_ev=11.0 de_lowest_kj_mol=79.24 fmax_ev_per_a=1.077 charge=0
C 1.11763 -2.24459 1.05487
C 0.45291 -1.08150 0.39059
N 0.55926 0.12504 1.01137
O -0.17711 -1.22174 -0.64575
H 2.01751 -2.05165 1.64186
H 1.28579 -3.02369 0.31593
H 0.49649 -2.71869 1.81855
H 1.40583 0.48793 1.41648
H -0.02005 0.87045 0.67028
O -1.60135 2.92835 0.21050
H -2.54411 2.81124 0.39283
H -1.62550 3.41833 -0.62308
O -2.60989 0.42841 -0.51004
H -1.79977 -0.09910 -0.57654
H -2.24092 1.32699 -0.49264
O 2.50128 0.16992 -1.36471
H 2.84593 -0.30666 -0.61043
H 1.61531 -0.12045 -1.59750

Entry 3:
18
Properties=species:S:1:pos:R:3 method="wB97M-V/def2-TZVPD" orbital_gap_ev=10.0 de_lowest_kj_mol=72.70 fmax_ev_per_a=2.132 charge=0
C -0.14577 2.44589 -0.09508
C 0.48087 1.37704 0.84665
N 0.73011 0.19267 0.24960
O 0.45901 1.57712 2.05145
H -1.07066 2.02698 -0.48108
H 0.55825 2.94565 -0.75376
H -0.42988 3.19882 0.64068
H 0.56874 0.11402 -0.73425
H 1.15940 -0.52560 0.78657
O -0.69658 -1.57964 -1.82474
H -1.28420 -1.54308 -2.57430
H -0.15632 -2.34827 -2.02179
O 0.20943 -0.01170 4.36266
H 1.05674 -0.28367 4.70218
H 0.34521 0.63938 3.64514
O -0.82387 -2.75893 -4.52571
H -1.38260 -3.13327 -5.19744
H -0.03144 -3.28250 -4.67238

Entry 4:
18
Properties=species:S:1:pos:R:3 method="wB97M-V/def2-TZVPD" orbital_gap_ev=10.6 de_lowest_kj_mol=228.65 fmax_ev_per_a=5.189 charge=0
C -0.07531 -1.91590 2.14769
N -0.21723 -0.71258 1.21954
C -0.76696 0.44724 1.64202
O -0.92660 1.39059 0.92890
H -0.77081 -2.80070 1.86478
H -0.24950 -1.62127 3.21765
H 0.98969 -2.17385 2.20490
H 0.52993 -0.57758 0.50926
H -1.29394 0.57704 2.55457
O 1.36353 2.24408 -1.41335
H 0.83270 2.00595 -0.60468
H 0.93845 1.91884 -2.20311
O -1.20435 -0.19415 -2.12208
H -0.88585 -0.02248 -2.95388
H -1.22639 -1.14722 -2.05987
O 1.46026 -1.11591 -1.31359
H 0.50998 -0.89902 -1.01604
H 1.65713 -0.05653 -1.42776